Entry 1:
Formula: CH2N2O3S
Source: OMol25
Level of theory: wB97M-V/def2-TZVPD

Last column: natural (NBO) charge in e.
Positions of all 9 atoms, in Å:
C  -0.43535  1.06219  -0.04867  0.426
N  -0.04445  -0.24239  0.13671  -0.360
N  0.57419  -0.99865  -0.97087  0.464
O  0.67626  -0.39561  -2.03767  -0.482
O  -0.89625  1.83909  0.74029  -0.526
O  0.82727  -2.13501  -0.69434  -0.499
S  -0.18818  -0.87910  1.71903  0.592
H  0.04855  1.37593  -1.09483  0.205
H  -0.56204  0.37356  2.25035  0.181

Atomic forces in eV per Å
C 2.38 2.12 -4.23
N -1.26 -0.28 3.51
N 0.63 1.50 -0.04
O -0.56 1.65 -1.23
O -0.66 -0.28 1.30
O 0.47 -4.24 1.58
S 0.27 0.95 -2.00
H -1.43 -0.59 1.82
H 0.16 -0.82 -0.71

Computed properties:
⟨S²⟩: 2.01
frontier orbital gap (spin up / spin down): 5.405 / 5.509 eV
LUMO (spin up / spin down): -0.02501 / -0.16552 hartree
spin multiplicity: 3
net charge: 0
highest occupied orbital energy (spin up / spin down): -0.224 / -0.368 hartree
relative energy (zero: lowest compared OMol25 entry of this formula, charge and spin): 84.8 kcal per mole

Entry 2:
Formula: CH2N2O3S
Source: OMol25
Level of theory: wB97M-V/def2-TZVPD

Last column: natural (NBO) charge in e.
Positions of all 9 atoms, in Å:
C  0.30063  -1.06527  -0.08804  0.420
N  -0.60180  -1.38943  -0.82695  -0.067
N  1.14906  -1.00354  0.76270  -0.609
O  -1.12202  0.47078  1.16191  -0.936
O  0.13762  1.79553  -0.44333  -0.863
O  -1.37177  -0.18151  -1.16905  -0.555
S  -1.35117  1.11527  -0.09441  1.707
H  0.68973  1.27379  0.02618  0.475
H  2.16971  -1.01563  0.67099  0.429

Atomic forces in eV per Å
C 1.56 -1.87 1.39
N -0.37 -2.45 -1.78
N 3.24 1.25 0.83
O -0.72 -0.10 1.58
O -4.25 2.32 -2.65
O -2.89 3.13 -1.18
S 0.71 0.90 -1.30
H 3.52 -2.63 2.66
H -0.81 -0.55 0.47

Computed properties:
⟨S²⟩: 2.02
frontier orbital gap (spin up / spin down): 7.095 / 7.183 eV
LUMO (spin up / spin down): 0.01961 / -0.12598 hartree
spin multiplicity: 3
net charge: 0
highest occupied orbital energy (spin up / spin down): -0.241 / -0.390 hartree
relative energy (zero: lowest compared OMol25 entry of this formula, charge and spin): 69.3 kcal per mole

Entry 3:
Formula: CH2N2O3Si
Source: OMol25
Level of theory: wB97M-V/def2-TZVPD

Last column: natural (NBO) charge in e.
Positions of all 9 atoms, in Å:
C  3.40247  3.70709  -0.50284  0.297
N  3.83602  4.64753  0.03785  -0.208
N  3.21693  2.62786  -1.16840  0.105
O  0.37574  1.07749  0.77798  -1.179
O  2.49243  1.71769  -1.59742  -0.187
O  -0.39961  -0.37143  -1.45049  -1.073
Si  0.58557  -0.12011  -0.15544  1.971
H  -0.96946  0.31116  -1.62347  0.498
H  1.36527  -1.35731  -0.22389  -0.223

Atomic forces in eV per Å
C -0.79 -0.08 0.24
N -0.06 0.15 0.06
N -0.19 -2.72 -1.73
O 0.68 -0.93 -0.38
O 0.99 2.55 1.44
O 2.85 -2.47 1.17
Si -1.42 0.59 -0.43
H -2.42 2.69 -0.77
H 0.36 0.21 0.41

Computed properties:
SMILES string: O=[SiH]O.N#CN=O
frontier orbital gap (spin up / spin down): 7.861 / 7.842 eV
LUMO (spin up / spin down): -0.09852 / -0.09705 hartree
spin multiplicity: 1
net charge: 0
highest occupied orbital energy (spin up / spin down): -0.387 / -0.385 hartree
relative energy (zero: lowest compared OMol25 entry of this formula, charge and spin): 58.3 kcal per mole

Entry 4:
Formula: CH2N2O3Si
Source: OMol25
Level of theory: wB97M-V/def2-TZVPD

Last column: natural (NBO) charge in e.
Positions of all 9 atoms, in Å:
C  -0.87526  1.23628  0.97422  -0.220
N  -1.39561  1.76376  1.85402  -0.224
N  -0.52173  -1.43593  -0.31417  0.278
O  -1.62101  -1.62271  -0.85376  -0.409
O  0.17262  -2.35450  -0.03135  -0.362
O  1.73446  0.44300  -0.23113  -1.113
Si  0.19018  0.45694  -0.32310  1.632
H  2.41399  0.25213  0.52880  0.564
H  -0.09764  1.26103  -1.60352  -0.146

Atomic forces in eV per Å
C 0.57 -0.21 0.34
N -0.11 -0.01 -0.11
N -1.53 1.47 -2.12
O 0.46 1.25 0.63
O 1.89 -0.95 1.22
O 4.48 -0.57 2.84
Si -3.47 -0.26 -1.48
H -2.31 0.42 -2.27
H 0.01 -1.15 0.95

Computed properties:
SMILES string: N#C[Si@@H](O)[N+](=O)[O-]
frontier orbital gap: 10.647 eV
LUMO: -0.01160 hartree
spin multiplicity: 1
net charge: 0
highest occupied orbital energy: -0.403 hartree
relative energy (zero: lowest compared OMol25 entry of this formula, charge and spin): 19.2 kcal per mole

Entry 5:
Formula: CH2N2O3Si
Source: OMol25
Level of theory: wB97M-V/def2-TZVPD

Last column: natural (NBO) charge in e.
Positions of all 9 atoms, in Å:
C  1.45737  -0.65913  0.75013  -0.209
N  2.20406  -1.30561  1.32655  -0.219
N  -1.28516  0.34746  0.64864  0.219
O  -1.64976  -0.73959  1.06027  -0.366
O  -1.90447  1.38644  0.77375  -0.361
O  0.25956  -0.20107  -1.88050  -1.046
Si  0.32679  0.43914  -0.24194  1.627
H  -0.04455  -1.10065  -2.01949  0.511
H  0.63615  1.83300  -0.41742  -0.155

Atomic forces in eV per Å
C -0.76 0.97 -0.54
N 0.46 -0.44 0.36
N -0.19 -0.18 0.13
O 0.07 -0.08 -0.11
O -0.01 0.16 -0.04
O -0.07 1.47 3.10
Si 0.26 -1.96 -3.28
H -0.02 -0.20 0.17
H 0.26 0.25 0.21

Computed properties:
SMILES string: N#C[Si@@H](O)[N+](=O)[O-]
frontier orbital gap: 10.599 eV
LUMO: -0.03516 hartree
spin multiplicity: 1
net charge: 0
highest occupied orbital energy: -0.425 hartree
relative energy (zero: lowest compared OMol25 entry of this formula, charge and spin): 10.8 kcal per mole

Entry 6:
Formula: CH2N2O3Si
Source: OMol25
Level of theory: wB97M-V/def2-TZVPD

Last column: natural (NBO) charge in e.
Positions of all 9 atoms, in Å:
C  2.37338  0.85717  -0.17591  -0.241
N  2.55771  1.98434  -0.10862  -0.233
N  -2.31897  0.84062  0.39659  0.357
O  -1.34821  0.70638  -0.26306  -0.289
O  -3.21013  -0.22286  0.27959  -0.551
O  2.88569  -1.98034  0.48034  -1.099
Si  2.06469  -0.98564  -0.29235  1.764
H  -3.95278  -0.04128  0.87507  0.485
H  0.94861  -1.15838  -1.19165  -0.192

Atomic forces in eV per Å
C -0.11 -1.33 -0.01
N 0.10 0.77 0.02
N 0.62 0.43 -0.08
O -1.39 -0.41 0.61
O 0.58 -0.42 -0.56
O 0.14 -0.29 0.11
Si 0.10 1.11 0.11
H 0.23 0.38 0.04
H -0.27 -0.23 -0.25

Computed properties:
SMILES string: N#C[SiH]=O.O=NO
frontier orbital gap: 9.964 eV
LUMO: -0.04076 hartree
spin multiplicity: 1
net charge: 0
highest occupied orbital energy: -0.407 hartree
relative energy (zero: lowest compared OMol25 entry of this formula, charge and spin): 49.3 kcal per mole

Entry 7:
Formula: CH2N2O4
Source: OMol25
Level of theory: wB97M-V/def2-TZVPD

Last column: natural (NBO) charge in e.
Positions of all 9 atoms, in Å:
C  -1.28535  -1.22251  0.05637  1.019
N  1.18022  0.26827  0.06769  0.128
N  0.35416  0.66945  0.89508  0.059
O  -1.91845  -0.79659  -0.78275  -0.495
O  -0.68510  -1.68340  0.92327  -0.526
O  -0.60216  1.33806  0.24798  -0.524
O  1.20831  0.35526  -1.12099  -0.509
H  2.01391  -0.31450  0.40490  0.370
H  -0.26555  1.38596  -0.69154  0.478

Atomic forces in eV per Å
C 0.16 -1.09 1.15
N 4.16 -3.03 3.87
N 0.21 0.81 1.10
O -1.42 0.83 -2.12
O 0.51 -0.80 0.73
O -0.34 0.87 -0.80
O -1.11 1.33 -4.97
H -1.60 1.03 0.75
H -0.57 0.05 0.29

Computed properties:
SMILES string: [O-]/[NH+]=N\O.O=C=O
frontier orbital gap: 10.600 eV
LUMO: 0.02194 hartree
spin multiplicity: 1
net charge: 0
highest occupied orbital energy: -0.368 hartree
relative energy (zero: lowest compared OMol25 entry of this formula, charge and spin): 15.1 kcal per mole

Entry 8:
Formula: CH2N2O4
Source: OMol25
Level of theory: wB97M-V/def2-TZVPD

Last column: natural (NBO) charge in e.
Positions of all 9 atoms, in Å:
C  -0.31093  -0.21009  -0.44197  0.689
N  0.86447  0.25694  -1.21964  -0.053
N  0.05114  -0.21714  0.86257  -0.330
O  -1.36225  -0.61613  -0.79082  -0.580
O  1.54631  1.34110  -0.70646  -0.068
O  0.82175  1.50008  -1.86766  -0.017
O  -0.86043  -0.86719  1.70470  -0.543
H  0.85336  -0.07357  1.37310  0.407
H  -1.60342  -1.11401  1.08618  0.495

Atomic forces in eV per Å
C 3.29 2.03 1.98
N -1.13 -3.56 -1.09
N -3.16 -1.01 -0.44
O -1.57 -0.60 -1.66
O 7.46 -0.12 12.03
O -7.38 2.49 -11.31
O -0.65 -0.15 -0.53
H 2.33 0.61 0.45
H 0.81 0.30 0.57

Computed properties:
⟨S²⟩: 2.01
frontier orbital gap (spin up / spin down): 7.667 / 7.497 eV
LUMO (spin up / spin down): 0.02945 / -0.09424 hartree
spin multiplicity: 3
net charge: 0
highest occupied orbital energy (spin up / spin down): -0.252 / -0.370 hartree
relative energy (zero: lowest compared OMol25 entry of this formula, charge and spin): 153.4 kcal per mole

Entry 9:
Formula: CH2N2OS2
Source: OMol25
Level of theory: wB97M-V/def2-TZVPD

Last column: natural (NBO) charge in e.
Positions of all 8 atoms, in Å:
C  1.01929  1.37285  0.32327  -0.483
N  1.26371  0.26386  0.92840  0.064
N  1.47180  -0.75171  1.38504  -0.024
O  -1.25541  -2.23629  -1.84111  -0.807
S  -3.24164  -0.94690  -0.35043  -0.226
S  -1.40353  -1.36974  -0.65324  1.032
H  1.39627  2.35743  0.82821  0.236
H  0.74952  1.31050  -0.62014  0.209

Atomic forces in eV per Å
C 2.07 2.71 5.20
N 0.45 -0.98 0.16
N -0.26 0.67 -0.04
O 0.58 0.81 1.21
S 1.21 0.05 0.27
S -1.82 -0.85 -1.48
H -0.94 -2.23 -1.03
H -1.30 -0.17 -4.29

Computed properties:
frontier orbital gap: 6.869 eV
LUMO: -0.07659 hartree
spin multiplicity: 1
net charge: 0
highest occupied orbital energy: -0.329 hartree
relative energy (zero: lowest compared OMol25 entry of this formula, charge and spin): 45.5 kcal per mole

Entry 10:
Formula: CH2N3O3
Source: OMol25
Level of theory: wB97M-V/def2-TZVPD

Last column: natural (NBO) charge in e.
Positions of all 9 atoms, in Å:
C  1.41448  0.05448  0.16259  0.631
N  -1.66698  1.20931  -0.81606  -0.520
N  -1.29212  -1.71662  0.21211  0.014
N  -0.65306  0.50590  -1.04347  0.019
O  0.54788  1.05219  -0.08590  -0.522
O  2.48049  0.24412  0.81002  -0.670
O  -0.46985  -2.13698  1.04180  -0.388
H  1.21844  -0.93090  -0.26462  0.125
H  -1.57928  1.71850  -0.01647  0.312

Atomic forces in eV per Å
C 2.39 1.96 1.27
N 0.62 -2.33 -3.17
N 2.89 -1.16 2.71
N -0.69 0.11 0.38
O 0.70 -1.74 0.23
O -2.79 -0.41 -1.52
O -2.88 1.45 -2.84
H -0.47 0.19 -0.13
H 0.22 1.94 3.07

Computed properties:
frontier orbital gap (spin up / spin down): 5.719 / 8.039 eV
LUMO (spin up / spin down): 0.15377 / 0.16100 hartree
spin multiplicity: 1
net charge: -1
highest occupied orbital energy (spin up / spin down): -0.056 / -0.134 hartree
relative energy (zero: lowest compared OMol25 entry of this formula, charge and spin): 120.3 kcal per mole

Entry 11:
Formula: CH2N3O3S
Source: OMol25
Level of theory: wB97M-V/def2-TZVPD

Last column: natural (NBO) charge in e.
Positions of all 10 atoms, in Å:
C  0.79840  -1.46304  -1.17281  0.148
N  0.94344  -0.91211  -0.00944  -0.325
N  0.97760  0.30091  -0.59438  -0.155
N  0.69544  -0.30992  -1.92733  -0.511
O  -1.74260  -0.46436  -0.62869  -0.873
O  -1.15393  3.25072  0.29124  -1.215
O  -1.25437  1.31944  -2.23187  -0.820
S  -0.77453  0.49235  -1.16836  2.162
H  0.73159  -2.57426  -1.52182  0.192
H  -2.03632  3.61487  0.48918  0.396

Atomic forces in eV per Å
C -0.06 -2.68 -1.69
N 0.92 -1.33 1.82
N -0.45 2.38 1.00
N -0.38 -1.27 -1.10
O 1.69 1.11 0.02
O -0.04 -0.50 -0.08
O 0.63 0.52 0.56
S -2.81 -0.03 -1.19
H 0.15 2.26 0.83
H 0.36 -0.47 -0.18

Computed properties:
frontier orbital gap (spin up / spin down): 5.577 / 5.593 eV
LUMO (spin up / spin down): 0.08219 / 0.08230 hartree
spin multiplicity: 1
net charge: -1
highest occupied orbital energy (spin up / spin down): -0.123 / -0.123 hartree
relative energy (zero: lowest compared OMol25 entry of this formula, charge and spin): 145.7 kcal per mole

Entry 12:
Formula: CH2N4
Source: OMol25
Level of theory: wB97M-V/def2-TZVPD

Last column: natural (NBO) charge in e.
Positions of all 7 atoms, in Å:
C  -0.79582  1.50145  0.04151  0.400
N  -1.22336  2.57427  0.22449  -0.325
N  0.70443  -1.68961  -0.00116  -0.361
N  -0.07414  -0.85806  0.42291  0.064
N  0.07717  0.47536  -0.23176  -0.555
H  0.39319  -2.58935  0.42725  0.354
H  0.91854  0.58593  -0.88323  0.422

Atomic forces in eV per Å
C 1.76 0.63 0.12
N 0.00 -1.89 -0.33
N -0.17 -0.19 -0.28
N -1.00 2.33 -0.86
N 0.67 -1.54 0.11
H 0.55 0.70 0.01
H -1.80 -0.04 1.23

Computed properties:
SMILES string: [H]/N=N/NC#N
frontier orbital gap: 10.694 eV
LUMO: 0.01338 hartree
spin multiplicity: 1
net charge: 0
highest occupied orbital energy: -0.380 hartree
relative energy (zero: lowest compared OMol25 entry of this formula, charge and spin): 72.5 kcal per mole